57
Properties=species:S:1:pos:R:3 method="wB97M-V/def2-TZVPD" multiplicity=2 e_lumo_ev="-0.368 / -0.467" e_above_lowest_kj_mol=0.0 total_charge=0
Co 0.41377 0.17225 0.29353
O -1.18448 1.87833 0.43222
S -1.91272 1.26245 -0.68430
O -2.28177 2.11736 -1.77517
N -0.99052 0.01431 -1.06875
C -0.54426 -0.19173 -2.37466
C -1.31333 -0.28679 -3.50556
C -0.70674 -0.53311 -4.75528
C 0.64447 -0.69403 -4.87722
C 1.46735 -0.58767 -3.73111
C 2.87402 -0.71673 -3.74979
C 3.58314 -0.56616 -2.59314
C 2.90251 -0.27003 -1.39844
N 1.59506 -0.15160 -1.34026
C 0.86644 -0.32014 -2.48968
C -3.40790 0.60187 -0.00330
C -4.44601 1.49364 0.23686
C -5.61324 1.03003 0.82006
C -5.73975 -0.31270 1.15486
C -4.70280 -1.19660 0.89686
C -3.52915 -0.74114 0.31217
H -2.38584 -0.16637 -3.43866
H -1.33710 -0.60243 -5.63221
H 1.09967 -0.89545 -5.83832
H 3.37451 -0.92965 -4.68683
H 4.65971 -0.65756 -2.57263
H 3.43499 -0.11634 -0.46863
H -4.33638 2.53472 -0.03681
H -6.42709 1.71687 1.01087
H -6.65355 -0.67108 1.61074
H -4.80415 -2.24476 1.14631
H -2.71908 -1.41982 0.09000
C 2.80869 -4.12956 1.86417
S 2.90739 -2.38356 1.42226
C 2.46153 -1.61273 2.93427
C 2.17664 -0.29894 2.99466
S 2.13980 0.81557 1.64844
S 1.87338 0.30882 4.60810
C 1.96526 -1.18416 5.46285
S 1.75891 -1.34678 7.08420
S 2.43998 -2.49824 4.43885
H 2.98059 -4.68043 0.94099
H 1.81967 -4.37771 2.24663
H 3.57335 -4.41030 2.58613
N -1.07697 0.95750 3.13039
C -0.96712 -0.37045 2.94718
C -1.27318 -1.27059 3.99149
C -1.23087 -2.61527 3.75158
C -0.89469 -3.08088 2.47351
C -0.56428 -2.14930 1.52502
N -0.56713 -0.82033 1.74623
H -1.16981 1.32045 4.06060
H -0.86200 1.58604 2.37141
H -1.53738 -0.87837 4.96452
H -1.46122 -3.31101 4.54817
H -0.88066 -4.13399 2.23346
H -0.26823 -2.44950 0.52630